No. 1
ORCA calculation (the ωB97M-V functional and the def2-TZVPD basis) on C23H16BrN4ORe as an isolated structure at a distorted geometry.

Calculated values
- ⟨S²⟩ = 4.1320
- frontier orbital gap (alpha / beta) (eV) = 6.2492 / 6.4049
- LUMO (alpha / beta) (eV) = -11.389 / -11.008
- highest occupied orbital energy (alpha / beta) (Ha) = -0.648 / -0.640
- E_tot (Ha) = -3831.67233
- spin multiplicity = 4
- charge = +3

Last column: Löwdin charge in e.
Cartesian coordinates (Å):
Re (-0.676, -0.611, 0.170)  1.57
C (-0.140, -0.090, 4.517)  0.02
C (-0.236, -0.671, 3.261)  -0.07
N (-0.383, 0.054, 2.143)  -0.09
C (-0.429, 1.424, 2.241)  -0.16
C (-0.375, 2.075, 3.477)  -0.12
C (-0.217, 1.281, 4.630)  0.09
C (-0.514, 3.487, 3.504)  0.05
C (-0.728, 4.176, 2.343)  0.01
C (-0.764, 3.513, 1.103)  0.05
C (-0.566, 2.150, 1.038)  -0.18
N (-0.574, 1.332, -0.112)  -0.07
C (-0.457, 1.776, -1.439)  -0.18
C (-0.048, 3.017, -1.886)  0.05
C (-0.040, 3.301, -3.263)  0.01
C (-0.416, 2.359, -4.182)  0.05
C (-0.765, 1.049, -3.757)  -0.11
C (-1.109, 0.002, -4.635)  0.09
C (-1.384, -1.251, -4.135)  0.02
C (-1.295, -1.469, -2.767)  -0.06
N (-0.983, -0.491, -1.902)  -0.09
C (-0.748, 0.771, -2.389)  -0.16
H (-0.025, -0.722, 5.386)  0.14
H (-0.206, -1.748, 3.150)  0.11
H (-0.162, 1.755, 5.603)  0.15
H (-0.477, 4.006, 4.454)  0.15
H (-0.880, 5.246, 2.367)  0.14
H (-0.989, 4.086, 0.215)  0.12
H (0.293, 3.775, -1.197)  0.12
H (0.268, 4.285, -3.591)  0.14
H (-0.430, 2.595, -5.239)  0.15
H (-1.156, 0.189, -5.702)  0.15
H (-1.655, -2.071, -4.785)  0.14
H (-1.477, -2.453, -2.355)  0.11
O (2.626, -5.887, 0.455)  0.19
C (2.092, -4.696, 0.366)  -0.26
C (2.800, -3.512, 0.104)  0.06
C (2.122, -2.325, 0.035)  -0.06
N (0.780, -2.249, 0.211)  -0.17
C (0.139, -3.403, 0.460)  -0.67
Br (-1.732, -3.064, 0.677)  0.95
C (0.693, -4.633, 0.552)  0.03
H (3.589, -5.908, 0.325)  0.17
H (3.872, -3.525, -0.043)  0.15
H (2.639, -1.396, -0.163)  0.14
H (0.124, -5.531, 0.755)  0.15

No. 2
ORCA calculation (the ωB97M-V functional and the def2-TZVPD basis) on C23H16CoO9 as an isolated structure.

Calculated values
- ⟨S²⟩ = 3.7554
- frontier orbital gap (alpha / beta) (eV) = 7.0755 / 6.9482
- LUMO (alpha / beta) (eV) = 4.533 / 4.533
- highest occupied orbital energy (alpha / beta) (Ha) = -0.093 / -0.089
- E_tot (Ha) = -2946.22799
- spin multiplicity = 4
- charge = -2

Last column: Löwdin charge in e.
Cartesian coordinates (Å):
Co (-1.316, 0.504, -2.306)  0.80
O (-0.011, 0.319, -0.479)  -0.02
C (1.401, 0.301, -0.673)  -0.31
C (1.646, 0.687, -2.172)  -0.60
O (2.807, 0.951, -2.473)  0.03
O (0.624, 0.641, -2.920)  -0.03
C (1.990, 1.345, 0.269)  -0.12
C (1.949, 2.691, -0.086)  0.00
C (2.366, 3.669, 0.803)  -0.08
C (2.833, 3.318, 2.065)  -0.12
C (2.868, 1.980, 2.431)  -0.10
C (2.445, 1.002, 1.537)  -0.03
C (1.987, -1.093, -0.501)  -0.13
C (3.365, -1.256, -0.346)  -0.04
C (3.915, -2.521, -0.220)  -0.09
C (3.100, -3.649, -0.259)  -0.11
C (1.736, -3.496, -0.444)  -0.07
C (1.183, -2.225, -0.571)  0.01
H (-0.279, -0.242, 0.260)  0.11
H (1.579, 2.969, -1.065)  0.13
H (2.322, 4.712, 0.512)  0.10
H (3.157, 4.083, 2.761)  0.09
H (3.220, 1.694, 3.416)  0.09
H (2.476, -0.041, 1.831)  0.11
H (3.999, -0.378, -0.343)  0.12
H (4.987, -2.629, -0.100)  0.09
H (3.533, -4.639, -0.164)  0.09
H (1.086, -4.361, -0.511)  0.10
H (0.129, -2.132, -0.786)  0.10
O (-4.333, 2.247, -4.228)  0.01
C (-3.385, 1.908, -3.536)  -0.58
O (-2.574, 0.936, -3.789)  -0.11
C (-3.031, 2.714, -2.218)  -0.57
O (-3.657, 3.716, -1.914)  0.01
O (-2.080, 2.186, -1.513)  -0.14
O (-2.365, -3.347, -0.867)  -0.01
C (-2.326, -2.115, -0.815)  -0.63
O (-1.892, -1.349, -1.733)  -0.08
C (-2.779, -1.464, 0.494)  -0.12
C (-2.947, -0.088, 0.636)  -0.02
C (-3.324, 0.454, 1.860)  -0.07
C (-3.539, -0.373, 2.954)  -0.12
C (-3.380, -1.749, 2.819)  -0.11
C (-3.005, -2.287, 1.596)  -0.04
H (-2.786, 0.579, -0.201)  0.09
H (-3.446, 1.527, 1.948)  0.11
H (-3.828, 0.052, 3.908)  0.09
H (-3.547, -2.401, 3.669)  0.09
H (-2.876, -3.354, 1.464)  0.10

No. 3
ORCA calculation (the ωB97M-V functional and the def2-TZVPD basis) on a 2-piece molecular cluster, C23H16F4NO4 overall at a distorted geometry.

Calculated values
- frontier orbital gap (eV) = 3.1881
- ΔE to the lowest compared entry with this formula, charge and spin (eV) = 0.000
- LUMO (eV) = 0.506
- highest occupied orbital energy (Ha) = -0.099
- E_tot (Ha) = -1641.18953
- charge = -1

Last column: Löwdin charge in e.
Cartesian coordinates (Å):
F (-0.534, 2.886, 2.176)  0.11
C (0.577, 2.261, 2.612)  -0.14
C (0.546, 0.954, 2.947)  -0.15
F (-0.621, 0.272, 2.993)  0.11
C (1.756, 0.201, 3.265)  -0.28
O (1.744, -1.025, 3.429)  0.11
C (2.973, 1.004, 3.353)  -0.11
F (4.106, 0.347, 3.658)  0.12
C (2.981, 2.334, 3.128)  -0.13
F (4.104, 3.061, 3.291)  0.10
C (1.798, 3.052, 2.671)  -0.28
O (1.839, 4.242, 2.321)  0.09
C (3.526, 3.318, -0.540)  -0.07
C (3.447, 1.833, -0.708)  -0.23
O (2.228, 1.419, -0.056)  -0.05
C (2.038, 0.076, -0.146)  -0.50
C (0.619, -0.234, 0.096)  -0.10
N (0.111, -1.285, -0.456)  0.10
C (-1.142, -1.456, -0.858)  -0.21
C (-1.575, -2.825, -1.043)  -0.17
C (-2.810, -3.181, -1.625)  -0.05
C (-3.132, -4.526, -1.788)  -0.11
C (-2.198, -5.519, -1.469)  -0.12
C (-0.942, -5.171, -0.942)  -0.09
C (-0.647, -3.828, -0.715)  -0.03
C (-1.998, -0.296, -1.142)  -0.17
C (-3.356, -0.283, -0.769)  -0.05
C (-4.139, 0.854, -0.989)  -0.10
C (-3.575, 1.984, -1.589)  -0.11
C (-2.229, 1.980, -1.974)  -0.09
C (-1.452, 0.838, -1.772)  -0.03
O (2.898, -0.729, -0.448)  0.06
H (4.307, 3.702, -1.191)  0.07
H (2.575, 3.808, -0.777)  0.09
H (3.781, 3.585, 0.487)  0.06
H (3.385, 1.545, -1.770)  0.13
H (4.290, 1.306, -0.238)  0.12
H (0.006, 0.489, 0.662)  0.11
H (-3.497, -2.403, -1.946)  0.09
H (-4.112, -4.789, -2.184)  0.09
H (-2.443, -6.569, -1.634)  0.08
H (-0.193, -5.929, -0.713)  0.09
H (0.317, -3.525, -0.304)  0.11
H (-3.792, -1.160, -0.285)  0.11
H (-5.189, 0.847, -0.686)  0.10
H (-4.184, 2.873, -1.763)  0.09
H (-1.771, 2.852, -2.442)  0.10
H (-0.420, 0.810, -2.127)  0.12

No. 4
ORCA calculation (the ωB97M-V functional and the def2-TZVPD basis) on C23H16N6OSSr as an isolated structure at a distorted geometry.

Calculated values
- ⟨S²⟩ = 0.7848
- frontier orbital gap (alpha / beta) (eV) = 3.6920 / 6.7253
- ΔE to the lowest compared entry with this formula, charge and spin (eV) = 1.602
- LUMO (alpha / beta) (eV) = 2.419 / 2.416
- highest occupied orbital energy (alpha / beta) (Ha) = -0.047 / -0.158
- E_tot (Ha) = -1718.79625
- spin multiplicity = 2
- charge = -1

Last column: Löwdin charge in e.
Cartesian coordinates (Å):
Sr (1.244, -0.694, 0.014)  1.33
C (-2.199, -4.192, 0.098)  -0.15
C (-3.377, -3.623, -0.410)  -0.10
C (-3.256, -2.430, -1.149)  -0.01
C (-1.967, -1.732, -1.171)  -0.37
N (-0.926, -2.248, -0.472)  -0.01
C (-1.025, -3.534, 0.000)  -0.18
N (-1.910, -0.848, -2.178)  0.10
C (-1.375, 0.320, -2.200)  -0.36
N (-0.400, 0.795, -1.372)  0.01
C (-0.243, 2.143, -1.743)  -0.35
N (0.764, 2.915, -1.477)  0.11
C (1.946, 2.788, -0.699)  -0.33
C (2.502, 4.025, -0.291)  -0.05
C (3.686, 4.021, 0.445)  -0.11
C (4.182, 2.777, 0.930)  -0.09
C (3.436, 1.608, 0.577)  -0.18
N (2.382, 1.594, -0.244)  -0.06
C (-1.317, 2.575, -2.650)  -0.14
C (-1.657, 3.831, -3.172)  -0.06
C (-2.655, 3.914, -4.036)  -0.14
C (-3.250, 2.762, -4.547)  -0.12
C (-2.855, 1.472, -4.162)  -0.03
C (-1.893, 1.413, -3.126)  -0.11
H (-2.293, -5.142, 0.681)  0.10
H (-4.280, -4.198, -0.259)  0.08
H (-4.028, -1.883, -1.660)  0.09
H (-0.080, -3.922, 0.419)  0.09
H (1.899, 4.846, -0.608)  0.09
H (4.000, 5.011, 0.863)  0.10
H (5.084, 2.754, 1.484)  0.06
H (3.822, 0.673, 0.831)  0.06
H (-1.039, 4.597, -2.704)  0.11
H (-2.894, 4.860, -4.388)  0.07
H (-3.948, 2.793, -5.413)  0.09
H (-3.100, 0.540, -4.727)  0.11
O (1.040, -0.580, 2.351)  -0.37
N (1.187, -1.602, 3.184)  -0.23
C (0.373, -1.630, 4.314)  -0.01
C (0.673, -2.524, 5.333)  -0.08
C (1.730, -3.483, 5.113)  -0.08
C (2.423, -3.552, 3.880)  -0.09
C (2.082, -2.576, 2.864)  -0.70
S (2.896, -2.731, 1.343)  0.48
H (-0.459, -0.873, 4.355)  0.15
H (0.089, -2.491, 6.218)  0.08
H (1.831, -4.193, 5.928)  0.09
H (3.152, -4.346, 3.635)  0.10